Molecular formula: H44O22
Method: DFT, ωB97M-V/def2-TZVPD

The geometry in XYZ format:
```
66
Properties=species:S:1:pos:R:3:forces:R:3
O 2.512440 2.115278 1.278642 0.6 0.2 -0.3
H 1.576372 2.139746 1.477141 -0.8 -0.1 0.2
H 2.939676 2.316101 2.111323 0.1 0.2 0.2
O -2.441633 3.009678 0.464970 -0.3 0.1 0.3
H -2.853960 3.443358 -0.282106 -0.1 0.1 -0.3
H -1.512408 2.972799 0.238196 0.5 -0.1 -0.2
O -4.480042 1.239971 1.507534 -0.7 0.2 0.3
H -4.051811 0.385695 1.562900 0.2 -0.3 0.0
H -3.874883 1.779215 0.998390 0.4 0.2 -0.1
O -1.809943 0.088727 4.296810 0.0 0.6 0.0
H -1.729999 0.134234 5.249578 -0.1 0.1 0.2
H -1.551008 -0.806109 4.076713 0.1 -0.7 -0.3
O 2.751296 4.305161 -0.769519 0.0 0.5 -0.1
H 3.340698 3.969500 -1.444925 0.0 -0.1 -0.2
H 2.657988 3.580757 -0.150830 0.0 -0.4 0.4
O 0.291733 0.897943 2.538371 0.5 0.2 -0.5
H 0.770268 0.249691 3.055086 0.4 -0.3 0.2
H -0.510962 1.055884 3.035329 -0.8 0.0 0.3
O 2.685516 -0.813882 3.220107 -0.3 0.1 -0.2
H 2.753095 -1.758184 3.361376 0.0 -0.3 0.0
H 3.159984 -0.426608 3.955731 0.2 0.2 0.2
O 3.682575 0.496703 -0.511642 0.4 -0.4 -0.6
H 4.564719 0.232138 -0.250785 0.3 -0.1 -0.2
H 3.345693 0.983415 0.240591 -0.6 0.5 0.6
O -0.703533 3.216633 -3.737810 -0.2 0.3 -0.6
H -0.124675 3.940179 -3.497741 0.1 0.2 0.1
H -0.400401 2.480357 -3.206553 -0.2 -0.4 0.3
O -1.107105 -2.565657 3.548482 0.7 0.3 0.2
H -0.314353 -3.101582 3.571921 0.3 0.0 0.1
H -1.790694 -3.161604 3.242218 -0.6 -0.3 -0.4
O 2.505217 -1.775576 -3.586318 0.5 0.0 -0.7
H 1.951623 -2.508559 -3.855579 -0.2 0.0 -0.1
H 2.166934 -1.522183 -2.727491 0.1 -0.1 0.5
O -3.182677 -1.099462 -4.108817 -0.3 0.0 0.2
H -2.707901 -0.949576 -4.926349 0.2 0.2 -0.2
H -2.922660 -1.980045 -3.838274 0.1 -0.2 0.0
O 2.064033 -2.147647 -0.921096 -0.2 -0.6 0.0
H 2.813389 -2.346747 -0.359798 0.4 0.0 -0.1
H 1.510547 -1.576257 -0.388738 -0.6 0.6 0.3
O 2.423666 1.684182 -2.684979 -0.2 0.4 -0.5
H 3.007015 1.969916 -3.388032 0.0 0.1 -0.4
H 3.006879 1.299483 -2.030675 0.5 -0.6 0.7
O -2.229695 -3.330042 -0.267011 0.2 -0.2 -0.1
H -2.437600 -3.521009 -1.181632 -0.1 0.1 -0.3
H -1.826288 -4.133997 0.060320 0.1 -0.2 0.2
O -3.486603 -3.518201 2.961454 0.0 -0.3 0.0
H -3.722820 -3.102888 3.790878 -0.2 0.3 0.2
H -4.256381 -4.035299 2.724192 -0.1 -0.1 -0.2
O 2.178335 -5.032746 -1.862430 0.0 -0.5 0.1
H 2.263157 -4.848677 -2.797927 0.1 0.1 -0.2
H 1.594430 -4.348495 -1.535188 0.0 0.5 0.2
O 0.081453 2.156275 -1.205732 -0.3 0.6 0.5
H -0.005995 1.357720 -0.685259 -0.2 -0.6 0.1
H 0.904563 2.043900 -1.681216 0.5 0.1 -0.2
O 0.374744 4.802704 1.001056 0.0 -0.1 0.4
H -0.489998 5.187624 0.858595 -0.3 0.1 0.1
H 0.744044 4.710514 0.122789 0.3 0.0 -0.4
O 0.029237 -0.411605 0.129402 0.4 -0.5 -0.8
H 0.274483 -0.066956 0.988061 0.0 0.5 0.9
H -0.777214 -0.901916 0.289013 -0.4 -0.1 0.0
O 0.196696 0.099839 -3.533940 -0.7 -0.1 -0.3
H 1.017966 0.564246 -3.372457 0.5 0.1 0.0
H 0.100258 -0.485467 -2.782717 -0.1 0.0 0.2
O -3.587438 -1.277155 0.817791 -0.1 0.4 0.2
H -4.355001 -1.378161 0.254874 -0.2 0.2 -0.2
H -2.995037 -1.977278 0.543729 0.1 -0.4 0.0
```
Positions in Å, forces in eV/Å.

## Properties
2S+1 ... 1
Relative energy (zero: lowest compared OMol25 entry of this formula, charge and spin) ... 255.0 kJ/mol
HOMO-LUMO gap ... 8.93 eV
Net charge ... 0